{"formula": "C33H43CoN2O5SSi2", "method": "ωB97M-V with the def2-TZVPD basis set", "spin_multiplicity": 2, "charge": -1, "e_homo_ha": [-0.171, -0.162], "s_squared": 0.77, "lumo_ev": [1.81, 1.81], "species": ["Co", "C", "Si", "C", "N", "C", "C", "C", "C", "C", "C", "C", "C", "C", "C", "C", "C", "C", "C", "C", "C", "C", "H", "H", "H", "H", "H", "H", "H", "H", "H", "H", "H", "H", "H", "H", "H", "H", "H", "H", "H", "H", "H", "H", "H", "H", "O", "C", "O", "C", "C", "C", "C", "C", "C", "N", "O", "O", "H", "H", "H", "H", "C", "Si", "C", "C", "C", "C", "H", "H", "H", "H", "H", "H", "H", "H", "H", "C", "S", "C", "O", "H", "H", "H", "H", "H", "H"], "coordinates": [[0.760, 0.228, -0.538], [0.785, 0.033, 1.451], [-0.700, -0.911, 2.011], [-0.902, -2.266, 0.678], [-0.633, -1.726, -0.670], [-1.865, -1.218, -1.329], [-2.374, -2.113, -2.466], [-2.318, -3.579, -2.048], [-0.862, -3.981, -1.752], [0.017, -2.745, -1.500], [-0.472, -1.738, 3.709], [-0.212, -0.914, 4.808], [0.047, -1.438, 6.063], [0.046, -2.814, 6.256], [-0.221, -3.651, 5.184], [-0.473, -3.117, 3.927], [-2.272, 0.117, 2.246], [-2.181, 1.492, 2.464], [-3.305, 2.245, 2.770], [-4.549, 1.636, 2.853], [-4.663, 0.272, 2.625], [-3.531, -0.476, 2.333], [1.688, -0.572, 1.614], [0.930, 0.971, 1.994], [-1.870, -2.785, 0.712], [-0.135, -3.014, 0.902], [-1.673, -0.215, -1.717], [-2.641, -1.117, -0.567], [-1.762, -1.973, -3.361], [-3.396, -1.812, -2.707], [-2.742, -4.224, -2.821], [-2.939, -3.706, -1.156], [-0.438, -4.526, -2.599], [-0.834, -4.653, -0.891], [0.287, -2.292, -2.446], [0.947, -3.051, -1.016], [-0.209, 0.161, 4.661], [0.259, -0.775, 6.893], [0.258, -3.227, 7.234], [-0.228, -4.725, 5.330], [-0.677, -3.787, 3.099], [-1.215, 1.974, 2.379], [-3.213, 3.312, 2.938], [-5.428, 2.223, 3.091], [-5.633, -0.207, 2.680], [-3.629, -1.548, 2.182], [3.238, -1.484, -2.517], [3.445, -0.860, -1.463], [2.586, -0.383, -0.676], [4.874, -0.655, -1.034], [5.919, -1.059, -1.861], [7.233, -0.791, -1.500], [7.522, -0.142, -0.319], [6.474, 0.242, 0.522], [5.154, -0.006, 0.157], [6.763, 0.887, 1.765], [7.931, 1.115, 2.042], [5.847, 1.182, 2.504], [5.691, -1.571, -2.786], [8.042, -1.095, -2.153], [8.537, 0.071, -0.019], [4.356, 0.319, 0.809], [-4.193, 3.640, -0.582], [-2.346, 4.040, -0.745], [-2.124, 4.898, -2.425], [-1.857, 5.283, 0.603], [-1.261, 2.585, -0.627], [-0.469, 1.656, -0.500], [-4.782, 4.558, -0.497], [-4.390, 3.027, 0.297], [-4.554, 3.092, -1.455], [-2.691, 5.831, -2.487], [-2.453, 4.250, -3.239], [-1.071, 5.131, -2.594], [-2.497, 6.169, 0.607], [-0.828, 5.611, 0.448], [-1.906, 4.825, 1.592], [-0.547, 0.641, -4.857], [0.854, -0.158, -3.942], [2.142, 0.508, -5.052], [0.814, 0.663, -2.694], [-0.272, 1.638, -5.192], [-1.356, 0.724, -4.135], [-0.853, 0.022, -5.702], [2.349, -0.284, -5.772], [3.037, 0.695, -4.469], [1.810, 1.412, -5.556]], "forces_ev_per_a": [[-0.331, 0.514, 0.041], [-0.116, -0.100, -0.004], [0.481, 0.315, -0.480], [-0.190, 0.180, 0.347], [-0.038, -0.065, -0.209], [0.077, 0.115, -0.207], [-0.023, -0.122, 0.327], [0.019, 0.022, -0.107], [-0.038, 0.071, 0.012], [-0.121, -0.258, 0.135], [0.007, -0.143, -0.105], [-0.044, -0.001, -0.116], [0.017, 0.020, 0.064], [-0.006, 0.019, -0.043], [0.016, -0.099, 0.116], [-0.058, 0.099, -0.104], [0.168, -0.067, -0.018], [0.045, -0.023, 0.002], [-0.024, 0.033, 0.078], [-0.011, 0.010, -0.017], [-0.083, -0.002, 0.008], [0.057, -0.023, -0.015], [-0.053, -0.050, 0.153], [-0.043, 0.073, -0.052], [0.028, -0.108, 0.034], [0.025, 0.004, 0.022], [-0.039, 0.035, 0.114], [0.001, 0.038, -0.009], [-0.042, 0.049, -0.081], [0.023, 0.022, -0.090], [-0.034, 0.004, 0.021], [0.012, -0.021, 0.011], [0.005, -0.044, 0.028], [0.061, -0.018, -0.024], [0.154, 0.067, -0.106], [0.054, 0.174, -0.068], [0.034, 0.028, 0.069], [-0.009, 0.004, 0.005], [-0.015, -0.011, 0.005], [0.002, -0.005, -0.024], [0.021, -0.039, 0.015], [-0.016, 0.050, -0.041], [-0.007, -0.007, -0.006], [-0.005, 0.001, -0.013], [0.004, -0.012, 0.008], [-0.032, -0.012, -0.012], [0.034, 0.193, -0.130], [-0.770, -0.474, -0.309], [0.734, -0.388, 0.286], [0.436, 0.148, -0.195], [-0.019, 0.148, 0.230], [0.003, -0.147, -0.188], [0.000, 0.262, 0.576], [-0.356, -0.891, -1.637], [0.318, 0.274, 0.541], [0.341, 0.579, 1.101], [0.255, -0.057, -0.178], [-0.318, -0.049, -0.079], [-0.110, 0.016, 0.017], [0.021, 0.010, 0.021], [0.022, -0.011, -0.022], [-0.128, -0.056, -0.094], [0.273, 0.002, 0.032], [0.255, -0.084, -0.022], [-0.001, -0.062, 0.211], [-0.138, -0.109, -0.156], [-0.418, 0.532, -0.018], [-0.524, -0.218, 0.003], [0.013, 0.043, -0.015], [0.023, -0.024, 0.034], [0.039, -0.027, -0.040], [-0.039, 0.007, 0.034], [-0.013, -0.054, 0.002], [0.037, -0.011, 0.019], [-0.037, 0.008, -0.028], [0.033, -0.026, -0.027], [-0.007, -0.039, -0.006], [0.229, -0.607, 0.058], [-0.794, 1.087, -0.543], [-0.071, -0.339, 0.197], [0.512, -0.162, 0.308], [0.125, -0.024, 0.108], [0.017, -0.141, 0.065], [0.017, 0.008, -0.035], [0.041, 0.037, -0.076], [0.033, -0.106, 0.192], [-0.004, 0.034, 0.097]]}